The following is a DFT calculation (ωB97M-V with the def2-TZVPD basis set) of a molecular structure, C3H12AgBrN6O3.

Geometry as ORCA input:
```
! wB97M-V def2-TZVPD RIJCOSX def2/J DEFGRID3
* xyz 0 1
Ag -4.02 1.33 -1.03
Br -1.28 1.09 -0.20
C -0.97 -2.66 1.75
O -0.81 -3.77 2.27
N -1.53 -2.50 0.54
N -0.87 -1.53 2.38
H -1.78 -3.27 -0.06
H -1.65 -1.59 0.11
H -0.66 -1.61 3.37
H -0.93 -0.67 1.87
C 1.81 1.66 2.37
O 2.56 1.22 3.26
N 0.68 2.33 2.52
N 1.98 1.37 1.10
H 0.27 2.48 3.43
H 0.09 2.48 1.71
H 2.90 0.98 0.93
H 1.19 1.51 0.49
C 0.48 -0.02 -3.81
O 0.79 -0.29 -4.91
N 0.97 -0.59 -2.75
N -0.25 1.02 -3.56
H 0.61 -0.28 -1.87
H 1.57 -1.40 -2.86
H -0.76 1.10 -2.69
H -0.39 1.62 -4.37
*
```

The value obtained for the energy relative to the best compared isomer or geometry (same formula, charge and spin) is 1.556 eV.

The following is a DFT calculation (ωB97M-V with the def2-TZVPD basis set) of 8 unconnected molecules or ions with the total composition C24H54ClO22S6.

Geometry as ORCA input:
```
! wB97M-V def2-TZVPD RIJCOSX def2/J DEFGRID3
* xyz -1 1
Cl -0.68 0.45 -0.19
O -1.25 1.67 -0.75
O -0.21 0.76 1.06
O -1.74 -0.58 -0.09
O 0.42 0.01 -1.02
O 1.15 -4.39 0.26
S 2.32 -4.57 1.07
O 3.23 -5.74 0.90
O 3.21 -3.19 1.08
C 2.53 -1.96 0.69
C 3.31 -0.81 1.26
C 1.82 -4.46 2.88
H 1.53 -2.07 1.10
H 2.45 -1.89 -0.40
H 4.26 -0.69 0.73
H 3.50 -1.00 2.32
H 2.75 0.11 1.08
H 1.12 -5.29 3.01
H 1.33 -3.49 2.96
H 2.75 -4.65 3.42
O -3.83 -4.54 -2.18
S -2.74 -5.38 -1.76
O -2.69 -6.77 -2.14
O -1.32 -4.70 -2.15
C -1.21 -3.29 -2.14
C 0.17 -3.07 -2.69
C -2.65 -5.25 0.05
H -1.31 -2.92 -1.12
H -1.95 -2.80 -2.78
H 0.17 -2.00 -2.90
H 0.38 -3.71 -3.55
H 0.93 -3.29 -1.94
H -1.81 -5.87 0.36
H -3.58 -5.75 0.32
H -2.56 -4.22 0.39
O 4.29 2.16 3.24
S 3.07 2.96 3.33
O 3.04 4.25 3.96
O 2.61 3.17 1.77
C 1.58 3.99 1.49
C 1.59 4.29 -0.10
C 1.62 2.00 3.93
H 1.45 4.95 1.99
H 0.68 3.42 1.73
H 0.59 4.62 -0.37
H 1.63 3.35 -0.65
H 2.34 5.00 -0.45
H 1.31 1.27 3.18
H 0.79 2.69 4.09
H 1.97 1.51 4.84
O 0.85 3.42 -5.52
S 1.55 3.67 -4.26
O 2.94 4.14 -4.24
O 0.58 4.77 -3.41
C -0.80 4.73 -3.73
C -1.45 5.96 -3.15
C 1.39 2.22 -3.17
H -1.17 3.83 -3.23
H -0.93 4.72 -4.81
H -1.02 6.22 -2.18
H -2.53 5.97 -3.29
H -1.08 6.84 -3.68
H 0.31 2.06 -3.08
H 1.88 2.30 -2.21
H 1.83 1.33 -3.61
O -3.37 -2.81 4.93
S -2.83 -1.56 4.39
O -3.63 -0.47 3.81
O -1.86 -0.94 5.57
C -1.38 0.38 5.43
C -0.65 0.70 6.69
C -1.51 -2.07 3.19
H -2.11 1.17 5.27
H -0.63 0.43 4.64
H 0.27 0.13 6.81
H -1.28 0.62 7.57
H -0.18 1.69 6.62
H -0.69 -2.57 3.71
H -1.05 -1.29 2.58
H -1.99 -2.84 2.59
O -6.54 0.75 0.19
S -6.33 -0.44 -0.65
O -7.52 -1.19 -0.99
O -5.54 -0.02 -2.08
C -4.41 0.82 -1.89
C -4.55 2.10 -2.65
C -4.99 -1.53 0.11
H -3.57 0.20 -2.21
H -4.16 1.14 -0.88
H -4.20 1.97 -3.67
H -3.83 2.76 -2.16
H -5.48 2.62 -2.45
H -4.65 -2.13 -0.73
H -5.46 -2.18 0.85
H -4.21 -0.90 0.52
C 3.47 -0.47 -2.64
C 3.85 0.50 -1.78
C 5.12 0.97 -1.75
C 6.11 0.32 -2.47
C 5.79 -0.76 -3.23
C 4.43 -1.09 -3.40
H 2.46 -0.85 -2.70
H 3.18 1.02 -1.11
H 5.38 1.80 -1.10
H 7.13 0.65 -2.50
H 6.54 -1.23 -3.86
H 4.17 -1.86 -4.10
*
```

The value obtained for the energy relative to the best compared isomer or geometry (same formula, charge and spin) is 0.000 eV.

The following is a DFT calculation (ωB97M-V with the def2-TZVPD basis set) of 4 unconnected molecules or ions with the total composition C33H63N5O7.

Geometry as ORCA input:
```
! wB97M-V def2-TZVPD RIJCOSX def2/J DEFGRID3
* xyz 0 1
C 1.15 4.27 1.08
C 0.60 2.86 1.18
C 1.19 1.82 1.92
C 0.59 0.57 1.98
C -0.61 0.26 1.30
C -1.16 -1.16 1.41
C -2.34 -1.33 2.43
C -1.49 -1.74 -0.02
C -1.20 1.28 0.56
O -2.39 1.12 -0.14
C -3.54 1.33 0.66
C -3.82 2.82 0.98
C -4.35 3.58 -0.20
N -4.61 4.20 -1.15
C -4.83 2.96 2.17
C -4.60 4.33 2.74
N -4.35 5.38 3.17
C -0.57 2.55 0.51
H 0.33 5.00 1.17
H 1.87 4.46 1.89
H 1.64 4.49 0.12
H 2.11 2.02 2.48
H 1.05 -0.23 2.56
H -0.34 -1.79 1.79
H -2.68 -0.39 2.90
H -3.14 -1.90 1.93
H -1.98 -1.97 3.26
H -0.71 -2.47 -0.28
H -1.41 -0.94 -0.77
H -2.47 -2.24 -0.05
H -3.51 0.78 1.61
H -4.39 0.92 0.08
H -2.92 3.36 1.31
H -5.87 2.82 1.87
H -4.57 2.27 3.00
H -1.04 3.34 -0.09
C -6.52 -1.52 1.92
O -5.63 -2.20 1.06
C -5.55 -3.61 1.32
C -6.23 -4.40 0.22
N -7.68 -4.24 0.26
C -8.37 -4.73 -0.93
C -8.02 -4.12 -2.28
O -8.43 -2.77 -2.45
C -7.57 -1.81 -1.87
H -6.35 -0.45 1.81
H -7.57 -1.71 1.65
H -6.36 -1.79 2.97
H -5.94 -3.87 2.31
H -4.48 -3.86 1.31
H -5.98 -5.46 0.34
H -5.81 -4.06 -0.73
H -7.90 -3.26 0.38
H -9.44 -4.56 -0.75
H -8.24 -5.82 -0.98
H -8.58 -4.68 -3.04
H -6.96 -4.24 -2.54
H -6.52 -2.11 -1.92
H -7.85 -1.61 -0.83
H -7.69 -0.88 -2.42
C 8.43 2.82 -0.74
O 7.47 1.85 -0.32
C 7.93 1.00 0.72
C 7.24 1.32 2.04
N 7.69 2.60 2.58
C 6.87 3.11 3.68
C 5.39 3.37 3.42
O 5.12 4.45 2.54
C 5.24 4.16 1.16
H 8.07 3.25 -1.67
H 8.52 3.63 0.00
H 9.41 2.36 -0.91
H 9.02 1.02 0.82
H 7.64 -0.02 0.43
H 7.47 0.53 2.76
H 6.16 1.31 1.85
H 7.69 3.28 1.83
H 7.33 4.05 3.98
H 6.97 2.42 4.52
H 4.95 3.66 4.38
H 4.85 2.47 3.10
H 4.92 3.13 0.94
H 6.26 4.33 0.82
H 4.59 4.84 0.61
C 1.66 0.55 -1.99
O 2.80 -0.20 -1.62
C 2.49 -1.50 -1.12
C 2.88 -2.58 -2.12
N 2.00 -2.57 -3.28
C 2.48 -3.37 -4.41
C 3.83 -3.03 -5.03
O 3.87 -1.80 -5.72
C 4.03 -0.65 -4.91
H 1.98 1.59 -2.14
H 1.25 0.20 -2.94
H 0.89 0.53 -1.22
H 1.45 -1.58 -0.82
H 3.11 -1.63 -0.23
H 2.81 -3.56 -1.63
H 3.92 -2.41 -2.40
H 1.88 -1.62 -3.60
H 1.72 -3.28 -5.19
H 2.48 -4.43 -4.10
H 4.04 -3.80 -5.78
H 4.66 -3.09 -4.30
H 4.66 -0.84 -4.04
H 3.06 -0.27 -4.60
H 4.50 0.13 -5.52
*
```

For the total energy, the calculation gives -57020.1622 eV. Its SMILES is Cc1ccc(C(C)C)c(OC[C@@H](C#N)CC#N)c1.COCCNCCOC.COCCNCCOC.COCCNCCOC.